# 1
Here is 2 unconnected molecules or ions with the total composition C5H10O2 from the Open Molecules 2025 dataset. Energies are from the ωB97M-V functional and the def2-TZVPD basis.

Last column: Löwdin charge in e.
Positions of all 17 atoms, in Å:
C: 1.766 0.643 0.925  0.20
O: 1.126 -1.099 0.108  -0.13
C: 0.473 -0.757 -1.118  -0.19
C: -0.742 0.135 -0.899  -0.21
C: -1.940 -0.379 -0.138  -0.06
C: -1.023 0.620 0.512  -0.39
O: -0.187 0.187 1.515  -0.21
H: 2.617 0.352 0.316  0.07
H: 1.933 0.552 1.991  0.08
H: 1.299 1.568 0.608  0.08
H: 1.207 -0.239 -1.751  0.12
H: 0.206 -1.692 -1.630  0.12
H: -0.946 0.820 -1.720  0.13
H: -2.930 -0.070 -0.462  0.10
H: -1.886 -1.394 0.252  0.12
H: -1.397 1.642 0.622  0.14
H: 0.425 -0.890 0.868  0.05

For the gap between HOMO and LUMO, the calculation gives 8.3 eV. Its total energy is -9436.8954 eV. Its net charge is 0. For the LUMO energy, the calculation gives 0.007 eV. Its strongest force on any atom is 0.222 eV Å⁻¹.

# 2
Here is 2 unconnected molecules or ions with the total composition C5H10O2 in a non-equilibrium geometry from the Open Molecules 2025 dataset. Energies are from the ωB97M-V functional and the def2-TZVPD basis.

Last column: Löwdin charge in e.
Positions of all 17 atoms, in Å:
C: -0.487 2.625 1.188  -0.01
C: -0.349 1.963 0.018  -0.17
C: 0.304 0.642 0.098  -0.12
C: 0.047 -0.436 -0.690  -0.41
C: 0.919 -1.066 -1.706  -0.02
O: -1.292 -0.707 -0.895  0.03
H: -1.363 3.189 1.490  0.05
H: 0.323 2.529 1.906  0.05
H: -0.425 2.304 -1.008  0.11
H: 1.222 0.572 0.692  0.11
H: 1.970 -0.941 -1.442  0.09
H: 0.848 -0.500 -2.635  0.10
H: 0.710 -2.125 -1.842  0.08
H: -1.720 -0.531 -0.049  0.10
O: -0.508 -2.657 1.340  -0.06
H: 0.108 -3.114 1.930  0.04
H: -0.305 -1.748 1.604  0.02

For the gap between HOMO and LUMO, the calculation gives 7.9 eV. Its total energy is -9438.3880 eV. Its net charge is 0. For the LUMO energy, the calculation gives 0.474 eV. Its strongest force on any atom is 2.551 eV Å⁻¹.

# 3
Here is a molecular structure, C5H10O2 from the Open Molecules 2025 dataset. Energies are from the ωB97M-V functional and the def2-TZVPD basis.

Last column: Löwdin charge in e.
Positions of all 17 atoms, in Å:
C: -1.340 1.839 -0.639  -0.19
O: -1.151 0.863 0.350  -0.26
C: 0.820 0.142 0.316  0.05
C: 0.973 -0.543 1.639  -0.12
O: 1.356 -1.766 0.988  -0.07
C: 1.139 -1.154 -0.303  -0.35
C: -0.306 -1.278 -0.754  -0.05
H: -0.886 2.786 -0.316  0.08
H: -0.881 1.539 -1.600  0.08
H: -2.408 2.021 -0.825  0.08
H: 1.075 1.153 0.026  0.14
H: 0.072 -0.634 2.253  0.13
H: 1.789 -0.116 2.238  0.13
H: 1.961 -1.319 -1.006  0.15
H: -0.396 -1.163 -1.837  0.07
H: -0.764 -2.186 -0.357  0.09
H: -1.053 -0.184 -0.173  0.05

For the gap between HOMO and LUMO, the calculation gives 8.2 eV. Its total energy is -9435.9835 eV. Its net charge is 0. For the LUMO energy, the calculation gives 0.198 eV. Its strongest force on any atom is 0.337 eV Å⁻¹.

# 4
Here is 2 unconnected molecules or ions with the total composition C5H10O2 from the Open Molecules 2025 dataset. Energies are from the ωB97M-V functional and the def2-TZVPD basis.

Last column: Löwdin charge in e.
Positions of all 17 atoms, in Å:
O: -2.019 -1.104 -0.944  0.04
C: -0.851 -1.411 -0.913  -0.26
C: 0.057 -1.277 0.284  -0.15
C: 1.436 -0.764 -0.129  -0.29
O: 2.066 -0.216 1.011  -0.07
H: -0.367 -1.844 -1.817  0.13
H: -0.396 -0.612 1.021  0.10
H: 0.147 -2.269 0.745  0.13
H: 1.329 -0.006 -0.922  0.12
H: 2.027 -1.596 -0.543  0.12
H: 2.916 0.146 0.733  0.09
C: -0.437 1.998 0.411  -0.08
C: -1.684 1.664 0.098  -0.08
H: 0.124 1.493 1.195  0.04
H: 0.091 2.785 -0.122  0.05
H: -2.225 2.154 -0.707  0.06
H: -2.214 0.858 0.598  0.05

For the gap between HOMO and LUMO, the calculation gives 10.5 eV. Its total energy is -9440.3974 eV. Its net charge is 0. For the LUMO energy, the calculation gives 0.745 eV. Its strongest force on any atom is 0.577 eV Å⁻¹.

# 5
Here is a single C5H10O2 molecule in a non-equilibrium geometry from the Open Molecules 2025 dataset. Energies are from the ωB97M-V functional and the def2-TZVPD basis.

Last column: Löwdin charge in e.
Positions of all 17 atoms, in Å:
C: 2.006 0.992 -0.233  -0.09
O: 0.638 1.080 -0.551  -0.13
C: 0.235 -0.232 -0.623  -0.24
C: 0.608 -1.161 0.763  -0.13
O: -0.725 -0.924 1.166  -0.10
C: -1.175 -0.494 -0.116  -0.35
C: -2.179 0.624 0.024  -0.02
H: 1.949 0.161 0.530  0.07
H: 2.594 0.602 -1.082  0.10
H: 2.358 1.990 0.051  0.10
H: 0.561 -0.678 -1.585  0.15
H: 1.217 -1.112 1.707  0.13
H: 0.823 -2.169 0.384  0.11
H: -1.596 -1.352 -0.656  0.15
H: -2.660 0.857 -0.930  0.08
H: -2.945 0.289 0.731  0.09
H: -1.709 1.527 0.422  0.08

For the gap between HOMO and LUMO, the calculation gives 10.5 eV. Its total energy is -9439.2252 eV. Its net charge is 0. For the LUMO energy, the calculation gives 1.064 eV. Its strongest force on any atom is 2.471 eV Å⁻¹.

# 6
Here is a molecular structure, C5H10O2 from the Open Molecules 2025 dataset. Energies are from the ωB97M-V functional and the def2-TZVPD basis.

Last column: Löwdin charge in e.
Positions of all 17 atoms, in Å:
C: 0.231 0.300 -1.680  -0.05
C: -0.730 1.235 -0.960  -0.21
O: -1.179 0.606 0.227  -0.10
C: -0.040 0.073 0.861  -0.38
C: -0.455 -0.776 2.044  -0.02
C: 0.718 -0.772 -0.163  -0.35
O: 2.039 -0.840 -0.114  -0.12
H: 0.975 0.857 -2.275  0.13
H: 1.401 -0.136 -1.077  0.14
H: -0.246 -0.432 -2.332  0.11
H: -0.222 2.181 -0.714  0.13
H: -1.616 1.466 -1.556  0.13
H: 0.647 0.877 1.175  0.16
H: 0.429 -1.223 2.508  0.09
H: -0.971 -0.165 2.789  0.09
H: -1.131 -1.573 1.719  0.09
H: 0.150 -1.676 -0.454  0.16

For the gap between HOMO and LUMO, the calculation gives 10.2 eV. Its total energy is -9438.1357 eV. Its net charge is 0. For the LUMO energy, the calculation gives 0.964 eV. Its strongest force on any atom is 0.426 eV Å⁻¹.

# 7
Here is 2 unconnected molecules or ions with the total composition C5H10O2 from the Open Molecules 2025 dataset. Energies are from the ωB97M-V functional and the def2-TZVPD basis.

Last column: Löwdin charge in e.
Positions of all 17 atoms, in Å:
O: -0.326 -1.381 -1.008  0.03
C: -0.942 -0.349 -0.842  -0.28
C: -2.045 -0.256 0.205  -0.24
O: -3.141 -0.942 -0.393  -0.06
H: -0.817 0.508 -1.528  0.13
H: -1.700 -0.724 1.151  0.12
H: -2.346 0.788 0.415  0.12
H: -2.773 -1.785 -0.711  0.09
C: 0.573 1.291 0.801  -0.05
C: 1.540 0.909 -0.033  -0.25
C: 2.315 -0.377 0.107  -0.11
H: 0.269 0.651 1.637  0.08
H: 0.014 2.213 0.634  0.07
H: 1.847 1.574 -0.851  0.11
H: 3.265 -0.195 0.646  0.08
H: 1.722 -1.126 0.651  0.07
H: 2.547 -0.799 -0.881  0.08

For the gap between HOMO and LUMO, the calculation gives 10.6 eV. Its total energy is -9440.3536 eV. Its net charge is 0. For the LUMO energy, the calculation gives 0.831 eV. Its strongest force on any atom is 0.617 eV Å⁻¹.

# 8
Here is 2 unconnected molecules or ions with the total composition C5H10O2 from the Open Molecules 2025 dataset. Energies are from the ωB97M-V functional and the def2-TZVPD basis.

Last column: Löwdin charge in e.
Positions of all 17 atoms, in Å:
C: 0.678 -0.397 2.171  -0.10
C: 0.641 -0.744 0.690  -0.19
C: 0.836 0.458 -0.208  -0.42
O: 1.019 1.576 0.218  0.09
C: 0.796 0.214 -1.714  -0.08
C: -0.612 0.136 -2.264  -0.24
O: -1.606 -0.012 -1.594  0.03
H: 0.598 -1.301 2.782  0.07
H: 1.609 0.117 2.427  0.08
H: -0.148 0.271 2.431  0.06
H: 1.421 -1.477 0.435  0.12
H: -0.312 -1.210 0.405  0.12
H: 1.294 -0.730 -1.983  0.13
H: 1.329 1.025 -2.222  0.13
H: -0.684 0.213 -3.368  0.12
H: -2.190 1.272 1.194  0.05
H: -2.040 1.028 0.506  0.03

For the gap between HOMO and LUMO, the calculation gives 10.6 eV. Its total energy is -9440.8606 eV. Its net charge is 0. For the LUMO energy, the calculation gives 0.797 eV. Its strongest force on any atom is 0.587 eV Å⁻¹.

# 9
Here is a molecular structure, C5H10O2 from the Open Molecules 2025 dataset. Energies are from the ωB97M-V functional and the def2-TZVPD basis.

Last column: Löwdin charge in e.
Positions of all 17 atoms, in Å:
C: 1.152 -2.237 -0.381  -0.10
C: -0.184 -1.540 -0.622  -0.21
C: -0.340 -0.325 0.273  -0.48
O: 0.587 0.690 -0.029  -0.13
C: -1.298 0.716 -0.081  0.09
C: -0.752 3.057 0.130  0.00
O: 0.426 2.988 0.577  -0.02
H: 1.285 -3.084 -1.063  0.07
H: 1.976 -1.534 -0.538  0.07
H: 1.220 -2.619 0.645  0.08
H: -0.249 -1.204 -1.664  0.12
H: -1.020 -2.230 -0.446  0.12
H: -0.339 -0.611 1.337  0.15
H: 0.641 1.920 0.467  0.03
H: -2.011 1.088 0.642  0.07
H: -1.567 0.837 -1.122  0.10
H: -1.101 4.118 0.183  0.05

For the gap between HOMO and LUMO (spin up / spin down), the calculation gives 8.3 / 8.3 eV. Its total energy is -9436.6469 eV. Its net charge is 0. For the LUMO energy (spin up / spin down), the calculation gives 0.252 / 0.252 eV. Its strongest force on any atom is 0.489 eV Å⁻¹.

# 10
Here is a single C5H10O2 molecule from the Open Molecules 2025 dataset. Energies are from the ωB97M-V functional and the def2-TZVPD basis.

Last column: Löwdin charge in e.
Positions of all 17 atoms, in Å:
O: 2.618 -0.278 -1.155  -0.06
C: 1.850 -0.753 -0.061  -0.21
C: 0.398 -0.377 -0.318  -0.32
C: -0.849 -0.880 0.432  -0.12
C: -1.786 0.263 0.025  -0.17
C: -0.883 1.424 0.396  -0.20
O: 0.368 1.055 -0.168  -0.12
H: 2.423 0.668 -1.221  0.09
H: 2.197 -0.296 0.876  0.13
H: 2.017 -1.832 -0.011  0.13
H: 0.224 -0.631 -1.374  0.15
H: -0.763 -0.884 1.525  0.12
H: -1.169 -1.877 0.120  0.12
H: -2.773 0.274 0.484  0.11
H: -1.907 0.246 -1.062  0.12
H: -0.791 1.472 1.490  0.12
H: -1.173 2.408 0.023  0.12

For the gap between HOMO and LUMO, the calculation gives 10.7 eV. Its total energy is -9441.4063 eV. Its net charge is 0. For the LUMO energy, the calculation gives 1.031 eV. Its strongest force on any atom is 0.446 eV Å⁻¹.

# 11
Here is 2 unconnected molecules or ions with the total composition C5H10O2 from the Open Molecules 2025 dataset. Energies are from the ωB97M-V functional and the def2-TZVPD basis.

Last column: Löwdin charge in e.
Positions of all 17 atoms, in Å:
C: 0.561 2.565 0.116  -0.10
C: 0.685 1.399 1.093  -0.21
C: -0.138 0.215 0.658  -0.30
O: 0.443 -0.551 -0.404  -0.10
C: 0.305 -1.157 0.894  -0.10
C: -0.916 -3.277 -1.214  0.00
O: -0.535 -2.402 -2.100  -0.05
H: 1.216 3.393 0.404  0.07
H: 0.838 2.247 -0.895  0.08
H: -0.467 2.945 0.082  0.08
H: 1.730 1.076 1.167  0.12
H: 0.368 1.701 2.099  0.12
H: -1.208 0.392 0.534  0.15
H: -0.247 -1.594 -1.609  0.05
H: -0.409 -1.977 0.914  0.08
H: 1.254 -1.323 1.401  0.12
H: -1.196 -4.160 -1.843  0.00

For the gap between HOMO and LUMO, the calculation gives 9.4 eV. Its total energy is -9438.1841 eV. Its net charge is 0. For the LUMO energy, the calculation gives 1.081 eV. Its strongest force on any atom is 0.507 eV Å⁻¹.

# 12
Here is a single C5H10O2 molecule from the Open Molecules 2025 dataset. Energies are from the ωB97M-V functional and the def2-TZVPD basis.

Last column: Löwdin charge in e.
Positions of all 17 atoms, in Å:
C: 0.888 -0.651 -1.657  -0.01
C: -0.020 -0.479 -0.462  -0.47
C: -0.433 0.957 -0.130  -0.11
C: 0.043 1.506 1.223  -0.26
O: -0.135 0.645 2.320  -0.07
C: -0.871 -1.550 0.066  -0.08
O: 0.431 -1.340 0.606  -0.06
H: 0.515 -0.176 -2.570  0.09
H: 1.841 -0.173 -1.395  0.09
H: 1.090 -1.708 -1.848  0.09
H: -1.525 1.022 -0.205  0.12
H: -0.032 1.628 -0.901  0.12
H: -0.540 2.405 1.447  0.12
H: 1.094 1.816 1.116  0.12
H: 0.360 -0.164 2.114  0.07
H: -1.043 -2.471 -0.490  0.12
H: -1.660 -1.267 0.765  0.12

For the gap between HOMO and LUMO, the calculation gives 10.9 eV. Its total energy is -9440.7449 eV. Its net charge is 0. For the LUMO energy, the calculation gives 0.943 eV. Its strongest force on any atom is 0.411 eV Å⁻¹.